[1]
{
  "formula": "CH4FNS2",
  "method": "ωB97M-V/def2-TZVPD",
  "homo_energy_ev": [-9.18, -9.18],
  "lumo_energy_ev": [-1.313, -1.311],
  "orbital_gap_ev": [7.9, 7.9],
  "e_above_lowest_kj_mol": 145.7,
  "multiplicity": 1,
  "fmax_ev_per_a": 3.49,
  "elements": ["C", "N", "F", "S", "S", "H", "H", "H", "H"],
  "positions_angstrom": [[1.55589, 0.14714, 0.04377], [0.59566, -0.48494, 0.90459], [-0.92270, -0.76497, -1.02422], [-2.75401, 1.09603, 0.31161], [-0.87517, -0.63142, 0.66004], [1.19593, 0.95111, -0.60521], [2.49577, 0.47303, 0.60254], [1.89581, -0.67260, -0.78421], [-3.18718, -0.11337, -0.10891]],
  "atomic_forces_ev_per_a": [[2.5194, -1.4764, -1.9046], [-0.9510, 0.6665, 0.2622], [-0.3193, -0.1759, 1.1245], [1.5438, -1.3270, 0.2947], [-0.0902, 0.5533, -1.6715], [-0.3325, 0.1146, 0.4998], [-1.4728, -0.4971, -0.6336], [-0.5989, 1.7208, 2.0574], [-0.2985, 0.4210, -0.0289]]
}

***

[2]
{
  "formula": "CH4FOP",
  "method": "ωB97M-V/def2-TZVPD",
  "homo_energy_ev": -9.70,
  "lumo_energy_ev": 0.602,
  "orbital_gap_ev": 10.3,
  "e_above_lowest_kj_mol": 179.6,
  "smiles": "OCPF",
  "multiplicity": 1,
  "fmax_ev_per_a": 3.57,
  "elements": ["O", "C", "P", "F", "H", "H", "H", "H"],
  "positions_angstrom": [[-0.67663, 1.49989, 0.48780], [-0.18228, 0.28932, -0.10340], [1.63676, -0.27256, 0.51653], [2.37615, 0.68409, -0.62586], [-1.25334, 1.05967, 1.20638], [-0.99304, -0.40085, 0.09632], [-0.06888, 0.40698, -1.18171], [1.37946, -1.43780, -0.41068]],
  "atomic_forces_ev_per_a": [[-1.0710, -1.6863, 1.7805], [0.8683, 0.3374, 0.7348], [-2.0378, 0.1507, -2.9303], [-0.2163, -0.7295, 0.9843], [1.2535, 2.0395, -1.3906], [0.4766, -1.1090, -0.2783], [0.0949, 0.1338, 0.0575], [0.6318, 0.8634, 1.0421]]
}

***

[3]
{
  "formula": "CH4FOP",
  "method": "ωB97M-V/def2-TZVPD",
  "homo_energy_ev": -9.66,
  "lumo_energy_ev": 0.739,
  "orbital_gap_ev": 10.4,
  "e_above_lowest_kj_mol": 117.9,
  "smiles": "OCPF",
  "multiplicity": 1,
  "fmax_ev_per_a": 1.36,
  "elements": ["O", "C", "P", "F", "H", "H", "H", "H"],
  "positions_angstrom": [[0.83954, -0.82427, -1.15856], [-0.20462, -0.58076, -0.25898], [-0.46126, 1.29367, 0.01833], [0.72488, 1.63326, 1.13152], [1.67447, -0.54023, -0.76279], [-0.01688, -1.06265, 0.71601], [-1.11840, -0.98683, -0.69566], [-1.43774, 1.06781, 1.01013]],
  "atomic_forces_ev_per_a": [[0.5256, -0.0745, -0.3216], [0.1758, 1.0378, 0.8659], [0.5572, -0.5790, 0.5377], [-0.4766, -0.4607, -0.8143], [-0.2036, -0.0884, -0.0823], [-0.1897, 0.0791, -0.2304], [-0.0543, 0.0924, 0.0620], [-0.3345, -0.0067, -0.0170]]
}

***

[4]
{
  "formula": "CH4FOPS",
  "method": "ωB97M-V/def2-TZVPD",
  "homo_energy_ev": -9.21,
  "lumo_energy_ev": -0.442,
  "orbital_gap_ev": 8.8,
  "e_above_lowest_kj_mol": 315.4,
  "smiles": "C=P(F)=S.O",
  "multiplicity": 1,
  "fmax_ev_per_a": 3.33,
  "elements": ["C", "P", "F", "S", "H", "H", "O", "H", "H"],
  "positions_angstrom": [[0.03170, 1.66090, 0.06653], [0.94942, 0.51700, -0.67985], [0.06026, -0.16015, -1.98711], [2.80693, 0.08425, -0.91025], [0.49405, 2.12780, 0.91359], [-0.90721, 1.88954, -0.45907], [-0.91611, -2.01660, 1.07235], [-1.43253, -1.42585, 1.59551], [-1.08650, -2.67690, 0.38831]],
  "atomic_forces_ev_per_a": [[0.2563, -1.1262, -1.4523], [-0.7484, -0.7252, -2.8996], [1.3144, 1.4154, 2.7107], [-0.9838, 0.0770, 0.6201], [-0.2655, 0.3516, 0.2054], [0.3638, -0.0494, 0.8835], [2.9439, -0.5530, -0.2932], [-1.5183, -0.3004, -0.5116], [-1.3624, 0.9102, 0.7370]]
}

***

[5]
{
  "formula": "CH4HgO",
  "method": "ωB97M-V/def2-TZVPD",
  "homo_energy_ev": [-7.79, -8.17],
  "lumo_energy_ev": [-1.515, -0.509],
  "orbital_gap_ev": [6.3, 7.7],
  "e_above_lowest_kj_mol": 0.0,
  "multiplicity": 1,
  "fmax_ev_per_a": 4.21,
  "elements": ["Hg", "O", "H", "C", "H", "H", "H"],
  "positions_angstrom": [[-1.82318, 1.14438, 0.04556], [0.11571, 1.10653, 0.41297], [0.63667, 1.29107, 1.19418], [0.16629, -0.56424, -0.27528], [0.07412, -1.52504, -0.80165], [0.68180, -0.24614, -1.20347], [0.14859, -1.20656, 0.62768]],
  "atomic_forces_ev_per_a": [[-4.1167, -0.0650, -0.9006], [2.1803, 1.4456, 0.3519], [0.6227, -0.2242, 0.6824], [0.8873, -2.7756, -1.2344], [-3.5195, -0.7322, -1.3455], [1.8342, 0.7416, 1.8310], [2.1118, 1.6097, 0.6152]]
}

***

[6]
{
  "formula": "CH4INO2",
  "method": "ωB97M-V/def2-TZVPD",
  "homo_energy_ev": -8.77,
  "lumo_energy_ev": 0.300,
  "orbital_gap_ev": 9.1,
  "e_above_lowest_kj_mol": 94.7,
  "smiles": "[NH3+][O-].O=CI",
  "multiplicity": 1,
  "fmax_ev_per_a": 3.18,
  "elements": ["N", "O", "H", "H", "H", "O", "C", "I", "H"],
  "positions_angstrom": [[-1.14113, 0.69687, -0.54452], [-0.68207, 0.94755, 0.70459], [-0.90549, -0.33953, -0.60604], [-2.19797, 1.04150, -0.49833], [-0.52434, 1.23960, -1.19185], [0.41569, -1.47700, -0.20317], [1.15486, -1.03058, 0.65406], [2.87653, -0.03190, -0.05451], [1.00392, -1.04651, 1.73976]],
  "atomic_forces_ev_per_a": [[-0.8691, 0.2989, 0.7904], [0.8267, 0.7224, 1.7886], [-1.1485, 0.9095, -1.1027], [2.5930, -1.4065, -1.1953], [-1.1687, -0.4988, -0.1110], [1.0291, -0.0695, 1.7469], [-1.6609, 0.0138, -2.0482], [0.3589, 0.1314, 0.2950], [0.0394, -0.1013, -0.1637]]
}

***

[7]
{
  "formula": "CH4KN2O",
  "method": "ωB97M-V/def2-TZVPD",
  "homo_energy_ev": -12.34,
  "lumo_energy_ev": -4.355,
  "orbital_gap_ev": 8.0,
  "e_above_lowest_kj_mol": 73.2,
  "multiplicity": 1,
  "total_charge": 1,
  "fmax_ev_per_a": 6.55,
  "elements": ["K", "C", "O", "N", "N", "H", "H", "H", "H"],
  "positions_angstrom": [[-0.98297, 8.00002, -12.84718], [2.10860, 4.52628, -16.79692], [1.54849, 5.48529, -16.28402], [1.72353, 3.89894, -17.82202], [3.33336, 4.15963, -16.52999], [2.23057, 3.13356, -18.24298], [0.97833, 4.46510, -18.20180], [3.56215, 3.26673, -16.94287], [3.79259, 4.75130, -15.85239]],
  "atomic_forces_ev_per_a": [[0.0861, -0.0822, -0.1272], [1.7294, 2.9351, 2.3121], [-0.8719, 0.5435, 0.6029], [-4.4944, -1.8758, -4.3840], [2.5656, -0.3591, 2.1765], [-0.5954, 0.5859, -0.3908], [-0.3668, -1.2103, -1.1051], [1.3312, 0.4902, 0.8851], [0.6162, -1.0273, 0.0305]]
}

***

[8]
{
  "formula": "CH4N2",
  "method": "ωB97M-V/def2-TZVPD",
  "homo_energy_ev": -8.44,
  "lumo_energy_ev": 1.241,
  "orbital_gap_ev": 9.7,
  "e_above_lowest_kj_mol": 295.3,
  "smiles": "C=NN",
  "multiplicity": 1,
  "fmax_ev_per_a": 7.98,
  "elements": ["C", "N", "N", "H", "H", "H", "H"],
  "positions_angstrom": [[1.15821, 0.11914, 0.04986], [0.00035, -0.47999, -0.01302], [-1.05897, 0.13613, -0.04856], [2.07208, -0.39846, -0.12797], [1.25058, 1.25891, 0.00671], [-1.05982, 1.25647, 0.00893], [-1.80176, -0.42475, 0.24430]],
  "atomic_forces_ev_per_a": [[-1.5661, 1.1925, -0.8074], [7.6777, -2.1382, 0.3460], [-3.7819, 6.1115, -0.4248], [0.2378, -0.6779, 0.2399], [-0.4450, -1.2902, 0.1965], [-0.3172, -3.1343, 0.1097], [-1.8053, -0.0635, 0.3402]]
}

***

[9]
{
  "formula": "CH4N2",
  "method": "ωB97M-V/def2-TZVPD",
  "homo_energy_ev": -9.55,
  "lumo_energy_ev": 1.029,
  "orbital_gap_ev": 10.6,
  "e_above_lowest_kj_mol": 240.9,
  "smiles": "[H]/N=C\\N",
  "multiplicity": 1,
  "fmax_ev_per_a": 5.86,
  "elements": ["H", "N", "C", "N", "H", "H", "H"],
  "positions_angstrom": [[-1.54863, -1.21036, 0.00874], [-1.48747, -0.20828, -0.06285], [-0.35125, 0.47797, -0.07940], [0.79159, -0.31015, -0.09046], [-0.42205, 1.56490, 0.00610], [1.73018, -0.16746, -0.58623], [1.28764, -0.14663, 0.80409]],
  "atomic_forces_ev_per_a": [[1.2631, -0.3384, -0.3713], [1.4596, 4.4481, 0.4011], [-4.5662, -3.6258, -0.5901], [4.9404, -0.4376, 1.2040], [0.2607, -0.2049, -0.3037], [-2.4359, 0.6273, -0.6912], [-0.9218, -0.4686, 0.3512]]
}

***

[10]
{
  "formula": "CH4N2",
  "method": "ωB97M-V/def2-TZVPD",
  "homo_energy_ev": -8.93,
  "lumo_energy_ev": 1.090,
  "orbital_gap_ev": 10.0,
  "e_above_lowest_kj_mol": 141.6,
  "smiles": "[H]/N=C/N",
  "multiplicity": 1,
  "fmax_ev_per_a": 1.58,
  "elements": ["H", "N", "C", "N", "H", "H", "H"],
  "positions_angstrom": [[0.14992, 1.40200, -1.43182], [0.26209, 1.27556, -0.42657], [-0.29525, 0.13921, -0.18830], [0.12308, -0.68864, 0.81418], [-1.17323, -0.11849, -0.78706], [0.96247, -0.33573, 1.24735], [-0.02909, -1.67392, 0.77223]],
  "atomic_forces_ev_per_a": [[-0.8131, 1.0516, 0.2998], [0.8231, -1.3427, -0.1313], [0.2615, 0.7158, -0.4746], [-0.4252, 1.0596, 0.1275], [0.2581, -0.9664, 0.0509], [0.0983, -0.3618, 0.0782], [-0.2027, -0.1560, 0.0494]]
}